The following is a quantum chemistry calculation of a 12-piece molecular cluster, C36H72O36 overall, from the Open Molecules 2025 dataset.

As for the HOMO energy (spin up / spin down): -11.8 / -11.8 eV. The net charge is +1. Its spin multiplicity is 2. The calculation puts the frontier orbital gap (spin up / spin down) at 0.287 / 0.078 Ha.

Each line ends with the Mulliken spin population.
Element x y z (Å)
C 8.6009 -14.3363 17.5266  0.00
O 9.6804 -15.1694 18.0821  0.00
C 10.0213 -16.1918 17.3898  0.00
O 9.4104 -16.6209 16.3879  0.00
O 11.1541 -16.7156 17.9961  0.00
C 11.8827 -17.8136 17.5114  0.00
H 7.6532 -14.4750 18.0470  0.00
H 8.5336 -14.3808 16.4396  0.00
H 8.8097 -13.2867 17.7333  0.00
H 12.3828 -17.3263 16.6744  0.00
H 11.1375 -18.4985 17.1068  0.00
H 12.6275 -18.2551 18.1735  0.00
C 15.8696 -16.9882 17.8912  0.00
O 15.6044 -15.7980 17.1461  0.00
C 14.6348 -15.0658 17.5394  0.00
O 13.8492 -15.2777 18.4917  0.00
O 14.5407 -14.0795 16.6587  0.00
C 13.4365 -13.2027 16.6694  0.00
H 16.1033 -16.7726 18.9338  0.00
H 16.5852 -17.6922 17.4665  0.00
H 14.9848 -17.5802 18.1251  0.00
H 12.4816 -13.7246 16.6068  0.00
H 13.5289 -12.4987 15.8424  0.00
H 13.4485 -12.6350 17.5998  0.00
C 4.6491 -9.2162 20.2184  0.00
O 3.3232 -9.5987 20.6958  0.00
C 2.3138 -9.7404 19.8230  0.00
O 2.4607 -9.5100 18.6232  0.00
O 1.2165 -10.1563 20.4623  0.00
C -0.0355 -10.4612 19.8255  0.00
H 4.5836 -8.1599 19.9575  0.00
H 5.1033 -9.8444 19.4521  0.00
H 5.3740 -9.2526 21.0316  0.00
H -0.4924 -9.6598 19.2448  0.00
H -0.7718 -10.7439 20.5779  0.00
H 0.1135 -11.2418 19.0795  0.00
C 14.7495 -12.8041 13.1905  0.00
O 15.1461 -14.0202 12.5056  0.00
C 16.4792 -14.0197 12.1049  0.00
O 17.2632 -13.1664 12.4823  0.00
O 16.7516 -15.1441 11.3756  0.00
C 18.0104 -15.4719 10.8472  0.00
H 15.0049 -11.9762 12.5291  0.00
H 15.3635 -12.5401 14.0516  0.00
H 13.7053 -12.6503 13.4627  0.00
H 18.5026 -14.5890 10.4394  0.00
H 17.8323 -16.2729 10.1297  0.00
H 18.6187 -15.9954 11.5848  0.00
C 17.0684 -10.1714 14.3274  0.00
O 17.0235 -9.4025 15.5431  0.00
C 15.9496 -9.6442 16.3791  0.00
O 15.0335 -10.4284 16.2140  0.00
O 16.0058 -8.8782 17.5347  0.00
C 17.0865 -8.1881 17.9847  0.00
H 17.1254 -11.2154 14.6353  0.00
H 18.0288 -10.0048 13.8395  0.00
H 16.2186 -9.9544 13.6802  0.00
H 17.5306 -7.6622 17.1395  0.00
H 17.9249 -8.7880 18.3387  0.00
H 16.8266 -7.4376 18.7313  0.00
C 7.8633 -10.7976 17.9920  0.00
O 8.5932 -10.3167 16.8788  0.00
C 9.8708 -10.4666 16.9105  0.00
O 10.5101 -10.9414 17.8579  0.00
O 10.3148 -9.9622 15.7736  0.00
C 11.6620 -10.0251 15.4171  0.00
H 8.3670 -11.5183 18.6362  0.00
H 6.9424 -11.2627 17.6404  0.00
H 7.6991 -10.0183 18.7362  0.00
H 12.0337 -9.0351 15.1529  0.00
H 11.8858 -10.6332 14.5406  0.00
H 12.2758 -10.4813 16.1938  0.00
C 7.2482 -13.9684 21.9647  0.00
O 6.0286 -14.2030 21.1687  0.00
C 5.7492 -13.4493 20.2005  0.00
O 6.4642 -12.5941 19.7070  0.00
O 4.4079 -13.6966 19.8386  0.00
C 3.7945 -12.8055 18.8880  0.00
H 7.2053 -12.9796 22.4214  0.00
H 8.1432 -14.0786 21.3524  -0.01
H 7.1766 -14.6107 22.8423  0.00
H 4.2841 -11.8319 18.8676  0.00
H 2.7828 -12.5575 19.2090  0.00
H 3.7301 -13.2204 17.8821  0.00
C 10.1920 -9.3218 21.1977  -0.01
O 10.3392 -8.0050 20.8448  0.00
C 9.2898 -7.2549 20.3055  0.00
O 8.1293 -7.6962 20.1860  0.00
O 9.7511 -6.0549 19.9469  0.00
C 8.9404 -5.2587 19.0907  0.00
H 11.0084 -9.8493 20.7046  0.01
H 9.1482 -9.6190 21.0963  0.00
H 10.3605 -9.3925 22.2722  0.00
H 9.2461 -4.2738 18.7377  0.00
H 7.9534 -5.2206 19.5518  0.00
H 8.8783 -5.7545 18.1220  0.00
C 11.2653 -6.8080 16.4345  0.00
O 11.8826 -5.6024 16.9281  0.00
C 11.9480 -4.5370 16.1253  0.00
O 11.6532 -4.5698 14.9234  0.00
O 12.5774 -3.5568 16.8072  0.00
C 12.9100 -2.3580 16.0912  0.00
H 10.1958 -6.8264 16.6442  0.00
H 11.7755 -7.5921 16.9940  0.00
H 11.5593 -6.8504 15.3858  0.00
H 12.0958 -1.9954 15.4638  0.00
H 13.7045 -2.5105 15.3607  0.00
H 13.1815 -1.5873 16.8126  0.00
C 10.8716 -15.0194 24.2488  -0.01
O 10.6989 -14.9780 22.7949  0.12
C 10.8276 -13.7910 22.0781  -0.08
O 10.6728 -12.6382 22.6108  0.86
O 11.1495 -14.0490 20.8000  0.10
C 11.6519 -12.9697 20.0008  0.02
H 9.9655 -14.7045 24.7663  0.00
H 11.6701 -14.3219 24.5017  0.00
H 11.2629 -15.9420 24.6777  0.00
H 10.8326 -12.4240 19.5327  -0.02
H 12.1905 -13.4665 19.1938  0.00
H 12.3703 -12.2161 20.3234  0.00
C 15.1384 -6.2827 14.4176  0.00
O 14.3585 -7.4068 13.9488  0.00
C 14.3882 -7.7949 12.7410  0.00
O 14.9419 -7.2361 11.8246  0.00
O 13.7633 -9.0280 12.7179  0.00
C 13.5687 -9.7378 11.5616  0.00
H 14.9674 -6.1186 15.4815  0.00
H 14.7806 -5.4462 13.8173  0.00
H 16.2067 -6.3764 14.2230  0.00
H 13.0442 -10.6530 11.8358  0.00
H 14.4310 -9.9628 10.9339  0.00
H 12.8012 -9.2623 10.9510  0.00
C 6.8676 -7.7951 15.9064  0.00
O 6.0055 -7.3093 16.9451  0.00
C 4.7998 -6.7889 16.6396  0.00
O 4.4399 -6.4855 15.5189  0.00
O 4.0700 -6.7347 17.7262  0.00
C 2.7790 -6.1072 17.6906  0.00
H 6.5940 -7.5604 14.8778  0.00
H 6.9184 -8.8614 16.1266  0.00
H 7.8516 -7.3263 15.8965  0.00
H 2.7179 -5.0839 17.3203  0.00
H 2.4614 -5.9059 18.7136  0.00
H 2.1068 -6.7231 17.0932  0.00

***

The following is a quantum chemistry calculation of C36H73Br16O3S as an isolated structure, from the Open Molecules 2025 dataset.

As for the HOMO energy: -2.0 eV. The net charge is -1. Its spin multiplicity is 1. The calculation puts the frontier orbital gap at 0.111 Ha.

Each line ends with the Mulliken charge.
Element x y z (Å)
C 0.4470 -3.5261 6.0333  -0.76
C 0.3134 -3.1813 4.4586  -0.19
C -1.0756 -2.4733 4.0829  0.44
C -1.9403 -3.3307 3.0109  -0.94
C -1.0893 -3.6393 1.6665  -0.27
C -1.1758 -5.2133 1.4139  -0.56
C -0.6280 -5.7051 -0.0073  -0.84
C -0.8439 -4.6787 -1.2119  -0.18
C 0.1724 -5.1446 -2.3987  -0.68
C -0.5373 -5.3008 -3.8223  -0.75
C -0.3221 -3.9552 -4.6779  -0.56
C 1.0334 -4.0207 -5.5614  -0.49
C 1.0557 -2.7295 -6.5505  -0.27
C 1.2362 -3.1033 -8.0783  -0.65
C 2.5510 -2.6308 -8.8199  -0.59
C 3.6409 -1.8746 -7.9567  -1.00
C 4.3165 -2.7394 -6.7940  0.72
C 5.9201 -2.6734 -6.8105  -0.85
C 6.4119 -3.4230 -5.4594  -0.58
C 6.9094 -2.4237 -4.3166  -0.59
S 5.6882 -1.1004 -3.8810  1.12
O 5.4463 -0.1048 -5.0120  -0.62
O 6.2787 -0.2559 -2.7515  -0.60
O 4.2174 -1.8090 -3.2612  -0.58
H 0.2591 -4.6387 6.2491  0.24
H 1.4973 -3.2996 6.4290  0.29
H -0.2685 -2.8899 6.6527  0.09
H 0.5390 -4.0993 3.8057  0.19
H 1.1564 -2.4360 4.2338  0.14
H -1.7085 -2.4700 5.0427  -0.57
H -0.9746 -1.3989 3.7295  0.28
H -2.9483 -2.8524 2.7919  0.34
H -2.1442 -4.3288 3.5380  0.30
H -0.0252 -3.2489 1.7689  0.18
H -1.5741 -3.0415 0.8192  0.37
H -2.2386 -5.5704 1.6333  0.37
H -0.4938 -5.7003 2.2049  0.14
H 0.4587 -6.0656 0.0513  0.40
H -1.2313 -6.6480 -0.2809  0.19
H -0.5530 -3.6071 -0.9824  0.25
H -1.8964 -4.8032 -1.6235  0.21
H 1.0634 -4.4334 -2.4773  0.16
H 0.5986 -6.1616 -2.1014  0.44
H 0.0409 -6.1296 -4.3760  0.32
H -1.6141 -5.6528 -3.7663  0.39
H -0.2212 -3.1097 -3.9207  0.07
H -1.2186 -3.8536 -5.3685  0.40
H 1.9615 -4.0242 -4.8969  0.06
H 0.9828 -5.0053 -6.1425  0.32
H 1.7699 -1.9717 -6.1105  0.08
H 0.0044 -2.2764 -6.4315  0.58
H 1.1543 -4.2459 -8.1780  0.21
H 0.3312 -2.6953 -8.6570  0.27
H 2.2485 -1.9613 -9.7039  0.32
H 3.0582 -3.5556 -9.2823  0.23
H 4.4595 -1.4898 -8.6478  0.44
H 3.1329 -0.9555 -7.4940  0.28
H 3.9861 -3.8269 -6.7733  0.32
H 3.9990 -2.2547 -5.8031  -0.55
H 6.3455 -3.2593 -7.6970  0.40
H 6.3314 -1.6187 -6.8634  0.34
H 7.2172 -4.1821 -5.7560  0.36
H 5.5323 -4.0254 -5.0283  0.25
H 7.0483 -3.0584 -3.3704  0.23
H 7.9457 -2.0042 -4.5666  0.31
Br 2.6604 2.5412 -0.6355  -0.22
C 1.6863 1.8612 -2.1803  -0.24
C 1.8684 0.3615 -2.3443  -0.80
Br 3.6296 -0.1112 -3.1121  -0.05
H 2.0270 2.4315 -3.0430  0.29
H 0.6377 2.1039 -1.9805  0.11
H 1.1409 -0.0282 -3.0592  0.24
H 1.7844 -0.1881 -1.4060  0.35
Br 5.0556 -1.7698 -1.2988  0.16
C 5.7524 -1.5077 0.5163  -0.85
C 4.6659 -1.6454 1.5576  -0.51
Br 3.5403 -0.0589 1.6329  -0.17
H 6.2438 -0.5332 0.5298  0.34
H 6.5031 -2.2908 0.6485  0.34
H 5.0969 -1.7317 2.5575  0.37
H 4.0051 -2.4929 1.3780  0.30
Br -3.5149 -2.0572 7.0833  -0.18
C -2.6536 -0.4224 7.7031  -0.70
C -3.3390 0.8020 7.1522  -0.12
Br -2.8544 1.0963 5.2875  -0.08
H -1.6031 -0.4896 7.4212  0.35
H -2.7361 -0.4536 8.7905  0.44
H -3.0063 1.6974 7.6773  -0.21
H -4.4256 0.7448 7.1948  0.47
Br -1.6864 4.1480 9.1355  -0.17
C -3.1139 4.9597 8.0845  -0.65
C -4.4032 5.0180 8.8635  0.00
Br -5.2701 3.2731 8.9334  -0.15
H -3.1941 4.3865 7.1609  0.34
H -2.7599 5.9654 7.8530  0.38
H -5.1227 5.6707 8.3676  -0.25
H -4.2707 5.3470 9.8938  0.48
Br -0.6213 3.3773 -4.7575  -0.13
C -2.0591 4.4798 -4.0404  -0.59
C -1.6064 5.2487 -2.8249  -0.55
Br -1.5255 4.1009 -1.2517  -0.12
H -2.8999 3.8162 -3.8415  0.35
H -2.3241 5.1620 -4.8495  0.38
H -2.3276 6.0270 -2.5711  0.27
H -0.6207 5.6979 -2.9415  0.39
Br -5.1841 6.7603 5.2471  -0.08
C -6.4947 8.0615 5.8736  -0.65
C -5.9361 8.8986 6.9964  -0.55
Br -5.9256 7.9112 8.6768  -0.10
H -7.3899 7.5070 6.1526  0.36
H -6.7142 8.6826 5.0041  0.38
H -6.5692 9.7668 7.1841  0.33
H -4.9151 9.2320 6.8151  0.37
Br -2.6109 8.0982 -0.1233  -0.16
C -1.5008 7.1588 1.1751  -0.18
C -0.4076 8.0507 1.7073  -0.57
Br 1.0381 8.2459 0.4150  -0.15
H -1.1250 6.2627 0.6824  0.18
H -2.1834 6.8686 1.9751  0.11
H 0.0568 7.6048 2.5877  0.36
H -0.7521 9.0546 1.9527  0.40
Br -3.3157 4.1249 2.9691  -0.13
C -4.3991 3.3980 1.5222  -0.47
C -4.3547 1.8902 1.5114  -0.60
Br -2.6782 1.2370 0.7628  -0.09
H -4.0380 3.8473 0.5977  0.22
H -5.4123 3.7510 1.7204  0.41
H -5.1323 1.4877 0.8608  0.40
H -4.4528 1.4496 2.5033  0.25

***

The following is a quantum chemistry calculation of a 13-piece molecular cluster, C36H73Br24O3P overall, from the Open Molecules 2025 dataset.

As for the HOMO energy: -9.5 eV. Its spin multiplicity is 1. The calculation puts the frontier orbital gap at 0.352 Ha.

Each line ends with the Mulliken charge.
Element x y z (Å)
C 3.0100 -2.3935 1.6791  -1.11
C 2.0014 -1.3256 2.1060  -0.74
C 2.4795 0.1199 1.9011  0.25
C 2.6248 0.5018 0.4204  0.79
C 3.4167 1.8032 0.1295  -0.59
C 3.3768 2.8494 1.2512  -0.97
C 1.9870 3.4825 1.4038  1.22
C 1.9114 4.6099 2.4491  -0.98
C 1.2992 4.2835 3.8368  -0.73
C 1.3062 2.8071 4.2679  -0.31
C 0.0605 2.0286 3.9518  0.40
O -0.3539 1.1126 4.6151  -0.57
O -0.5781 2.4546 2.8364  -0.24
C -1.1597 1.4352 2.0397  -0.31
P -1.4146 2.1318 0.3725  0.89
O -1.8346 3.5543 0.3319  -0.73
H 2.5182 -3.3674 1.6104  0.38
H 3.7992 -2.4784 2.4285  0.32
H 3.4571 -2.1870 0.7061  0.08
H 1.8108 -1.4576 3.1769  0.43
H 1.0351 -1.4611 1.6076  0.30
H 1.7037 0.7620 2.3268  -0.80
H 3.4180 0.2732 2.4393  0.55
H 1.6234 0.5920 -0.0178  -0.16
H 3.0985 -0.3388 -0.0846  -0.23
H 2.9522 2.2856 -0.7390  0.07
H 4.4474 1.5786 -0.1437  0.22
H 3.7701 2.4747 2.1996  0.24
H 4.0398 3.6638 0.9319  0.55
H 1.2183 2.7300 1.5519  -1.09
H 1.7795 3.9301 0.4259  0.09
H 2.9084 5.0340 2.5864  0.44
H 1.3034 5.4080 2.0142  0.35
H 1.8882 4.8167 4.5885  0.37
H 0.2924 4.6982 3.9146  0.38
H 1.4092 2.7377 5.3535  0.47
H 2.1722 2.2975 3.8421  0.10
H -0.5247 0.5456 1.9823  -0.02
H -2.1355 1.1291 2.4310  0.49
H -0.2410 1.8668 -0.3572  -0.01
H -2.3732 1.2673 -0.1856  -0.10
Br 5.5978 3.5878 -2.3158  -0.01
C 4.2221 4.2934 -3.5027  -0.66
C 3.7738 5.6635 -3.0743  -0.56
Br 2.6143 5.5816 -1.5141  -0.09
H 3.4080 3.5753 -3.5079  0.52
H 4.6911 4.3447 -4.4835  0.20
H 3.1834 6.1300 -3.8595  0.42
H 4.6051 6.3101 -2.8137  0.34
Br -2.1911 -1.0902 -2.1596  -0.14
C -3.4911 0.0574 -3.0465  -0.52
C -2.8858 0.8292 -4.1862  -0.16
Br -1.7858 2.2976 -3.5448  -0.12
H -3.9021 0.7092 -2.2809  0.43
H -4.2670 -0.6115 -3.4154  0.14
H -3.6714 1.2818 -4.7886  0.07
H -2.2578 0.2130 -4.8195  0.28
Br 0.6265 -0.4197 7.7514  -0.19
C -1.1391 -0.7047 6.9990  -0.43
C -1.7105 -2.0464 7.3644  -0.11
Br -0.8503 -3.4872 6.3792  -0.14
H -1.0242 -0.5811 5.9282  0.19
H -1.7643 0.0959 7.3892  0.40
H -2.7640 -2.0892 7.0924  -0.11
H -1.5987 -2.2870 8.4163  0.41
Br -5.9680 0.8571 -6.1756  -0.13
C -7.3389 0.6425 -4.8096  -0.45
C -7.5922 -0.7984 -4.4675  -0.17
Br -8.6289 -1.7016 -5.8453  -0.13
H -8.2268 1.1398 -5.1850  0.45
H -6.9660 1.1755 -3.9368  0.26
H -8.1853 -0.8595 -3.5623  -0.12
H -6.6787 -1.3715 -4.3409  0.28
Br -4.5155 -2.8854 4.4710  -0.05
C -5.7347 -1.3797 4.6418  -0.61
C -5.2275 -0.3655 5.6328  -0.41
Br -5.4376 -0.9701 7.4698  -0.15
H -6.7016 -1.7856 4.9205  0.38
H -5.7975 -0.9316 3.6524  0.36
H -5.7949 0.5591 5.5598  0.42
H -4.1715 -0.1546 5.4952  0.12
Br 6.0809 6.0590 -6.0219  -0.18
C 7.7068 5.5635 -5.0705  -0.19
C 8.5247 4.5620 -5.8357  -0.48
Br 7.7504 2.7787 -5.7525  -0.16
H 7.3902 5.1879 -4.1050  -0.15
H 8.2655 6.4869 -4.9383  0.44
H 9.5124 4.4743 -5.3894  0.25
H 8.6184 4.8149 -6.8865  0.43
Br 2.9013 -3.3646 -2.2108  -0.14
C 4.4531 -2.8458 -3.2607  -0.58
C 5.5375 -2.2457 -2.4057  -0.69
Br 5.0903 -0.4392 -1.8455  0.00
H 4.0977 -2.1520 -4.0152  0.36
H 4.8053 -3.7572 -3.7383  0.38
H 6.4616 -2.1631 -2.9733  0.37
H 5.7183 -2.8167 -1.5009  0.40
Br 9.3779 4.9575 -2.0740  -0.11
C 10.6087 3.4563 -2.1984  -0.61
C 9.8669 2.1458 -2.2387  -0.39
Br 9.1608 1.6581 -0.4956  -0.13
H 11.2805 3.5335 -1.3503  0.42
H 11.1670 3.6025 -3.1206  0.34
H 10.5398 1.3405 -2.5239  0.37
H 9.0219 2.1742 -2.9204  0.13
Br -10.5862 1.6851 -1.3122  -0.11
C -10.5065 -0.2390 -1.0476  -0.58
C -9.3929 -0.6348 -0.1153  -0.61
Br -7.6526 -0.4975 -0.9755  -0.09
H -10.3979 -0.6824 -2.0322  0.33
H -11.4685 -0.5224 -0.6275  0.37
H -9.4951 -1.6766 0.1780  0.35
H -9.3470 -0.0106 0.7706  0.37
Br -2.5439 -5.6911 4.0165  -0.08
C -4.0233 -6.6264 3.1789  -0.39
C -3.6009 -7.3276 1.9152  -0.60
Br -3.3376 -6.0711 0.4514  -0.17
H -4.7961 -5.8844 3.0011  0.42
H -4.3726 -7.3477 3.9145  0.07
H -4.3741 -8.0153 1.5803  0.38
H -2.6669 -7.8626 2.0343  0.34
Br -2.5985 -10.3232 7.9906  -0.13
C -3.8687 -9.4622 6.8005  -0.53
C -3.9837 -10.1867 5.4851  -0.67
Br -2.4409 -9.8548 4.3483  -0.11
H -3.5355 -8.4361 6.6773  0.32
H -4.8218 -9.4776 7.3239  0.37
H -4.8460 -9.8256 4.9281  0.34
H -4.0563 -11.2619 5.6078  0.43
Br -2.7704 0.0802 -7.9219  -0.10
C -1.0212 0.1940 -8.7642  -0.58
C 0.0401 0.6506 -7.7987  -0.62
Br -0.0854 2.5542 -7.4331  -0.12
H -1.1264 0.8674 -9.6081  0.37
H -0.8044 -0.8097 -9.1221  0.34
H 1.0282 0.4955 -8.2253  0.37
H -0.0266 0.1433 -6.8415  0.35

***

Which of these has the highest spin multiplicity?
C36H72O36

***

The highest spin multiplicity belongs to which entry?
C36H72O36

***

The highest spin multiplicity belongs to which entry?
C36H72O36